# 1
Density functional theory data (ωB97M-V with the def2-TZVPD basis set) for a molecular structure, C24H19FIrN3O3Se2.

Output
Spin multiplicity: 1
LUMO energy, hartree: -0.292
Net charge: +2

The geometry in XYZ format:
```
53
Properties=species:S:1:pos:R:3:forces:R:3:nbo_charge:R:1
Ir -1.239805 0.566098 -2.370282 -0.2 0.1 -0.3 1.02
Se -3.640712 1.010487 -3.077054 0.0 0.0 0.1 0.42
Se -1.874336 1.354394 -4.670532 0.1 0.0 0.0 0.46
C -1.098717 2.910290 -3.782496 0.0 -0.1 0.1 0.03
C -0.944610 4.177387 -4.275434 0.0 0.0 0.0 -0.21
C -0.259711 5.087139 -3.461878 0.0 0.0 0.0 -0.11
C 0.217813 4.683190 -2.231340 0.0 0.0 0.0 -0.20
C 0.008549 3.372914 -1.808492 0.0 0.0 -0.1 0.09
N -0.640243 2.513712 -2.583793 0.0 0.1 0.1 -0.44
C -3.448860 -0.929640 -3.058684 -0.2 0.1 0.0 0.03
C -4.412804 -1.851612 -3.371762 0.1 0.0 0.0 -0.21
C -4.064746 -3.195234 -3.200113 0.0 0.0 0.0 -0.11
C -2.801513 -3.527529 -2.748405 0.0 0.0 0.0 -0.20
C -1.886171 -2.518750 -2.462447 -0.1 0.0 -0.1 0.09
N -2.226190 -1.242304 -2.612943 0.2 -0.1 0.3 -0.46
H -1.325036 4.454625 -5.248486 0.0 0.0 0.0 0.27
H -0.108060 6.102179 -3.803294 0.0 0.0 0.0 0.26
H 0.750866 5.368837 -1.588498 0.0 0.0 0.0 0.26
H 0.356527 3.004354 -0.853526 0.0 0.0 0.0 0.24
H -5.386625 -1.555302 -3.734695 0.0 0.0 0.0 0.27
H -4.784219 -3.969268 -3.431151 0.0 0.0 0.0 0.26
H -2.511932 -4.560449 -2.619373 0.0 0.0 0.0 0.26
H -0.878286 -2.718223 -2.125534 0.0 0.0 0.0 0.24
C 4.341770 -1.564739 2.115122 0.0 0.0 0.0 -0.63
C 2.992001 -1.579346 2.810530 0.0 0.0 0.0 -0.03
C 3.037708 -0.861686 4.147697 0.0 0.0 0.0 -0.41
C 1.700774 -0.977238 4.855686 0.0 0.0 0.0 -0.42
C 0.591961 -0.481952 3.970852 0.0 0.0 0.0 0.01
C -0.577283 0.000196 4.509183 0.0 0.0 0.0 -0.22
C -1.596268 0.472548 3.683325 0.0 0.0 0.0 0.43
F -2.711263 0.928040 4.252556 0.0 0.0 0.0 -0.29
C -1.478841 0.490384 2.324307 0.0 0.0 0.0 -0.27
C -0.293469 0.008676 1.748667 0.0 0.0 0.0 -0.05
C -0.140716 0.023851 0.310488 0.1 0.0 0.0 0.45
O -1.136972 0.492316 -0.367114 -0.2 -0.1 0.0 -0.66
C 1.059616 -0.444997 -0.219904 0.0 0.0 0.0 -0.35
C 2.029923 -0.922617 0.656300 0.0 0.0 0.0 0.19
N 1.908328 -0.960817 1.967377 0.0 0.0 0.0 -0.29
C 0.738173 -0.482627 2.566997 0.0 0.0 0.0 0.14
C 1.466547 -0.477024 -1.669077 0.0 0.1 0.1 0.77
O 2.570001 -0.860010 -1.968781 0.0 -0.1 0.0 -0.57
O 0.620625 -0.067683 -2.593559 0.1 -0.1 0.0 -0.69
H 5.087523 -1.908602 2.829936 0.0 0.0 0.0 0.25
H 4.617244 -0.556071 1.802677 0.0 0.0 0.0 0.23
H 4.396176 -2.233730 1.258079 0.0 0.0 0.0 0.23
H 2.676336 -2.613347 2.976839 0.0 0.0 0.0 0.22
H 3.308365 0.186447 3.991101 0.0 0.0 0.0 0.22
H 3.825201 -1.314100 4.748645 0.0 0.0 0.0 0.25
H 1.700251 -0.417330 5.790074 0.0 0.0 0.0 0.25
H 1.513696 -2.023369 5.116571 0.0 0.0 0.0 0.23
H -0.718250 0.026111 5.582339 0.0 0.0 0.0 0.25
H -2.277417 0.867748 1.704386 0.0 0.0 0.0 0.25
H 2.947084 -1.286327 0.218913 0.0 0.0 0.0 0.27
```
Forces are in eV/Å.

---

# 2
Density functional theory data (ωB97M-V with the def2-TZVPD basis set) for a molecular structure, C25H31N6PtSSe.

Output
Spin multiplicity: 1
LUMO energy, hartree: -0.085
Net charge: +1

The geometry in XYZ format:
```
65
Properties=species:S:1:pos:R:3:forces:R:3:nbo_charge:R:1
Pt 1.592808 -1.281986 0.413175 0.0 -0.1 0.0 0.55
C 0.200166 -3.315913 -1.623326 0.1 0.1 0.1 -0.26
N 1.413232 -2.741192 -1.045725 0.0 0.0 0.0 -0.50
C 2.564583 -3.155479 -1.485211 0.0 0.0 0.0 0.14
C 3.735860 -2.585979 -0.954307 -0.1 0.0 0.0 0.02
C 5.099633 -2.846631 -1.059641 0.1 0.0 0.0 -0.22
C 5.727399 -1.995801 -0.145771 0.0 -0.1 -0.1 -0.32
C 4.724878 -1.257689 0.483754 -0.1 0.1 -0.1 -0.01
N 3.524971 -1.599908 -0.015385 0.3 -0.1 0.1 -0.54
C -0.565606 -2.343102 -2.488454 0.0 0.1 -0.1 0.05
C 0.086254 -1.593629 -3.462867 0.0 0.1 0.0 -0.25
C -0.627472 -0.738573 -4.292701 0.0 0.0 0.0 -0.20
C -2.005989 -0.629584 -4.161557 0.0 0.0 0.0 -0.22
C -2.665234 -1.377874 -3.195265 0.0 0.0 0.1 -0.22
C -1.945329 -2.225772 -2.361702 0.0 0.0 0.0 -0.23
H -0.449121 -3.679291 -0.827878 0.0 0.0 0.1 0.22
H 0.499013 -4.176786 -2.225848 -0.1 -0.1 0.0 0.21
H 2.606642 -3.930492 -2.245801 0.0 0.0 0.0 0.21
H 5.565109 -3.571669 -1.709132 0.0 0.0 0.0 0.23
H 6.783531 -1.924362 0.058053 0.0 0.0 0.0 0.23
H 4.823855 -0.495884 1.241328 0.0 0.0 0.0 0.22
H 1.161361 -1.679544 -3.577340 0.0 0.0 0.0 0.22
H -0.107506 -0.162458 -5.048638 0.0 0.0 0.0 0.22
H -2.564218 0.027497 -4.816582 0.0 0.0 0.0 0.22
H -3.742187 -1.305816 -3.095592 0.0 0.0 0.0 0.22
H -2.459424 -2.809501 -1.605097 0.0 0.0 0.0 0.22
C -1.268385 1.759842 3.229876 0.0 0.0 0.0 -0.41
N 0.139457 1.719248 2.826719 -0.1 0.0 0.0 -0.42
C 0.527500 2.763855 1.872361 0.0 0.0 0.1 -0.41
C 0.914578 0.644936 3.021920 0.0 0.1 0.0 0.45
S 2.262677 0.350002 1.937635 0.0 0.1 0.0 -0.21
N 0.728108 -0.143223 4.075976 -0.1 -0.1 0.1 -0.40
C 0.101320 0.294330 5.325697 0.1 0.0 0.0 -0.41
C 1.362179 -1.460661 4.175823 0.0 0.1 0.0 -0.41
H -1.848028 2.101526 2.370698 0.0 0.0 0.0 0.21
H -1.445731 2.447455 4.056686 0.0 0.0 0.0 0.21
H -1.614286 0.764405 3.490307 0.0 0.0 0.0 0.22
H -0.161023 3.596243 2.001921 0.0 0.0 0.0 0.21
H 0.474426 2.399358 0.847436 0.0 0.1 0.1 0.21
H 1.538520 3.108975 2.065985 0.0 0.0 0.0 0.23
H 0.021863 1.374465 5.360738 0.0 0.1 0.0 0.22
H 0.748551 -0.021140 6.143558 0.0 0.0 0.0 0.23
H -0.879956 -0.158389 5.469081 0.0 0.0 0.0 0.21
H 1.483128 -1.904793 3.195649 0.0 0.0 -0.1 0.24
H 0.716087 -2.092621 4.783120 0.0 0.0 0.0 0.21
H 2.340869 -1.379255 4.650222 0.0 0.0 0.0 0.22
C -3.666196 0.467558 0.286308 0.1 0.0 0.0 -0.41
N -2.412989 0.919674 -0.293422 -0.1 0.0 0.0 -0.36
C -1.219738 0.311558 -0.190934 0.1 0.2 0.3 0.31
Se -0.797786 -1.127606 0.912478 -0.2 -0.1 -0.2 -0.07
N -0.331497 1.021145 -0.900796 0.0 0.0 -0.3 -0.56
C -0.953105 2.117362 -1.490957 0.1 -0.2 -0.1 0.17
C -0.485084 3.111021 -2.335205 0.0 0.0 0.0 -0.23
C -1.413413 4.041294 -2.769930 0.0 0.0 0.0 -0.19
C -2.758061 3.971388 -2.386065 0.0 0.0 0.0 -0.20
C -3.220818 2.971786 -1.546496 0.0 0.0 0.0 -0.22
C -2.281896 2.053462 -1.101591 -0.2 -0.1 0.0 0.09
H -3.491994 -0.449379 0.841166 0.0 0.0 0.0 0.24
H -4.386878 0.275504 -0.507528 0.0 0.0 0.0 0.23
H -4.061784 1.229273 0.956613 0.0 0.0 0.0 0.22
H 0.621846 0.707267 -1.029859 0.0 0.0 0.1 0.46
H 0.550448 3.152602 -2.646551 0.0 0.0 0.0 0.24
H -1.094873 4.837368 -3.429267 0.0 0.0 0.0 0.23
H -3.452536 4.710740 -2.761154 0.0 0.0 0.0 0.23
H -4.262707 2.910840 -1.260708 0.0 0.0 0.0 0.23
```
Forces are in eV/Å.

---

Short version: energy above the lowest of the compared OMol25 structures with the same formula, charge and spin = 6.11 0.00 kJ/mol, in the order given.